# 1
C31H29N6NaO3S5 | wB97M-V/def2-TZVPD

As for the frontier orbital gap: 0.1672 hartree. The value obtained for the LUMO energy is 3.60 eV. The charge is -2. The HOMO energy comes out at -0.946 eV.

```
75
Properties=species:S:1:pos:R:3:nbo_charge:R:1
C 0.001 4.055 2.896 -0.180
C 4.089 0.819 -1.005 -0.145
H -2.452 2.584 1.082 0.273
N 1.599 0.677 0.031 -0.554
H 2.796 -3.677 2.396 0.198
C -3.337 -0.527 4.725 -0.250
S -1.411 -3.591 -2.719 -0.472
H -6.724 -0.327 4.621 0.180
C 0.795 2.546 1.234 0.141
C -5.693 -0.323 4.284 -0.288
C 0.525 -4.292 -0.078 -0.626
O -3.984 1.326 0.593 -0.785
C 6.165 2.600 -1.552 -0.226
C -3.000 -0.302 3.378 -0.153
O -3.468 -0.836 0.322 -0.797
C 4.150 2.048 -0.345 0.128
H 0.983 -3.968 -1.015 0.253
H -0.256 -5.012 -0.314 0.242
C 1.891 1.790 0.551 0.401
S -1.317 -0.240 2.885 -0.581
C 6.109 1.383 -2.210 -0.242
C 2.153 -3.486 1.533 -0.417
C -4.648 -0.544 5.174 -0.249
H 6.866 1.116 -2.936 0.203
H 2.302 -5.413 0.486 0.200
N -0.247 1.769 -2.475 -0.419
C 0.500 2.813 -2.135 0.048
C -3.828 0.150 1.006 0.746
H -4.853 -0.729 6.225 0.178
C 0.215 0.949 -3.418 0.262
H -5.692 -4.448 -2.917 0.196
H 1.142 -1.557 2.013 0.267
C 1.456 1.144 -4.033 -0.273
N -2.543 -1.348 -3.784 -0.385
H -4.063 -4.738 -2.239 0.227
H 4.983 -0.428 -2.484 0.216
H 5.206 3.891 -0.121 0.199
C 1.731 3.100 -2.703 -0.302
H 0.086 3.451 -1.362 0.199
C 5.059 0.510 -1.947 -0.241
C -5.386 -0.091 2.948 -0.230
S 2.768 -0.306 -0.694 0.495
H 3.143 3.357 0.854 0.392
C 2.225 2.232 -3.668 -0.183
C -2.554 -2.611 -3.529 -0.065
C -1.277 3.790 2.452 -0.238
C -4.076 -0.092 2.486 -0.069
S -0.254 -2.758 0.549 1.309
H 2.080 3.545 2.651 0.200
H -4.861 -3.168 -1.996 0.235
H -2.522 -0.689 5.422 0.196
N -1.621 -0.555 -3.142 -0.174
C 1.071 3.415 2.284 -0.272
H -6.180 0.100 2.234 0.198
H 1.800 0.436 -4.776 0.209
H -2.143 4.240 2.919 0.214
H 0.450 -2.960 2.807 0.235
O 0.126 -1.693 -0.435 -1.025
H 1.065 -5.334 1.740 0.190
N -0.436 2.283 0.807 -0.396
C -1.458 2.876 1.416 0.075
C 1.554 -4.761 0.945 -0.409
C 5.178 2.934 -0.631 -0.248
H 3.198 2.399 -4.115 0.205
H 0.172 4.726 3.729 0.199
C -0.663 -0.148 -3.864 -0.025
H 2.756 -2.977 0.776 0.210
S -4.026 -3.406 -4.243 0.137
C 0.955 -2.623 1.900 -0.619
H 2.291 3.972 -2.387 0.204
H -0.495 -0.558 -4.862 0.160
C -4.724 -3.998 -2.688 -0.743
Na -1.572 -0.194 -0.376 0.879
N 3.164 2.383 0.596 -0.619
H 6.967 3.299 -1.753 0.201
```

***

# 2
C31H30As2Cl3GaN6O12S | wB97M-V/def2-TZVPD

As for the frontier orbital gap (alpha / beta): 0.2339 / 0.2204 hartree. The value obtained for the LUMO energy (alpha / beta) is -7.61 / -7.46 eV. The charge is +2. The HOMO energy (alpha / beta) comes out at -13.973 / -13.462 eV.

```
86
Properties=species:S:1:pos:R:3:lowdin_charge:R:1
N 0.864 0.046 7.602 0.208
H 9.042 0.890 -2.864 0.135
H 1.959 1.333 5.123 0.136
C 0.515 -2.178 -2.465 -0.022
O -4.874 -3.507 3.221 0.013
O 8.501 -2.656 1.759 -0.257
C -3.757 -0.148 2.843 -0.533
C -6.055 -3.138 2.484 -0.015
H -3.178 2.874 3.802 0.088
C 0.240 0.029 5.243 -0.083
O 10.624 -2.253 0.560 -0.225
C 5.011 -0.007 -0.625 -0.094
C -0.969 4.320 0.037 -1.612
C 1.385 0.568 3.218 -0.093
C -0.098 0.288 6.694 -0.505
N 0.533 -0.187 2.502 -0.036
H -3.103 1.433 4.865 0.092
C -3.713 -2.972 2.924 -0.585
C 4.159 0.920 -1.216 0.043
C -0.605 -0.797 4.512 0.057
H -5.970 -2.127 2.091 0.089
H 2.145 1.109 2.667 0.121
C -2.043 -1.230 -1.128 -0.339
H -1.055 -4.928 0.227 0.025
C -3.583 1.888 4.001 0.010
As -3.219 -3.564 0.193 1.333
O -1.502 0.691 -2.390 0.079
N 7.189 -0.673 0.060 0.185
C -2.833 -5.318 -2.323 -0.062
H 2.133 1.630 -1.319 0.127
C 8.464 -0.692 -0.163 -0.265
C -2.508 -2.471 -1.299 -0.267
H -3.849 -5.308 -1.935 0.076
Cl -1.486 5.100 1.528 0.687
C 2.820 0.915 -0.885 -0.071
O 9.603 -0.456 1.920 -0.190
C 8.483 0.452 -2.047 -0.033
O -2.156 -2.100 -3.588 0.130
H -4.893 1.176 -0.214 0.044
N 9.184 -0.175 -1.101 0.179
H -6.871 -3.180 3.197 0.109
H -4.711 -0.410 -1.030 0.046
H -0.760 -3.273 0.819 0.011
H -1.406 -1.353 4.980 0.140
H 5.102 -1.662 0.749 0.135
H 0.126 -2.568 -3.401 0.105
C 4.468 -0.929 0.270 0.048
H 2.671 -1.584 1.238 0.126
C -0.270 3.072 0.410 -0.280
C -4.246 0.552 -0.828 -0.208
O -3.290 1.106 2.814 -0.100
H -4.658 1.933 4.156 0.107
C -3.494 -2.231 1.619 -0.321
H 0.203 -2.804 -1.625 0.088
H -6.218 -3.859 1.685 0.092
O -4.397 -0.617 3.743 0.160
C 7.095 0.549 -1.975 0.044
H -2.705 -6.177 -2.974 0.111
C -0.421 -0.883 3.151 -0.081
H 1.725 -0.414 7.363 0.119
As -2.611 0.150 0.183 1.277
S 9.484 -1.755 1.247 0.565
Ga 0.339 -0.013 0.477 0.659
N 0.265 2.099 0.690 0.202
C -1.444 -4.122 0.846 -0.253
H -2.097 -5.377 -1.523 0.055
O -1.202 0.723 6.933 0.107
Cl -2.339 3.840 -0.963 0.695
H 6.547 1.059 -2.753 0.121
O -2.597 -4.180 -3.159 0.010
C -3.376 -0.903 1.607 -0.323
C -2.409 -2.937 -2.753 -0.486
H -1.552 -4.478 1.869 0.034
C -1.215 -0.441 -2.111 -0.609
O 0.089 -0.819 -2.288 -0.096
C 1.273 0.692 4.585 0.038
Cl 0.173 5.316 -0.859 0.692
H 0.643 0.179 8.577 0.133
H 1.600 -2.131 -2.512 0.101
C 3.121 -0.883 0.544 -0.082
H 4.520 1.662 -1.913 0.129
O -2.727 -3.172 3.593 0.111
H -1.058 -1.525 2.557 0.086
N 2.309 0.037 -0.010 -0.037
C 6.478 -0.035 -0.879 -0.187
H -3.975 1.064 -1.747 0.032
```

***

# 3
C31H30AsCl4N4O8S3W | wB97M-V/def2-TZVPD

As for the frontier orbital gap (alpha / beta): 0.2390 / 0.2390 hartree. The value obtained for the LUMO energy (alpha / beta) is 2.05 / 2.05 eV. The charge is -1. The HOMO energy (alpha / beta) comes out at -4.454 / -4.452 eV.

```
82
Properties=species:S:1:pos:R:3:lowdin_charge:R:1
H -1.579 -4.037 -1.805 0.040
C 5.193 -3.176 1.587 -0.091
H 0.963 0.422 -3.877 0.047
H -3.994 -1.294 -3.443 0.055
H -1.333 4.553 -3.598 0.113
N 1.309 -1.117 0.408 -0.169
C 0.299 3.525 -2.709 -0.201
Cl -3.534 2.003 3.119 0.696
H 3.181 -2.884 2.276 0.110
C 5.976 -1.605 -0.051 -0.076
H 5.363 -4.044 2.212 0.096
S -0.497 3.730 -1.116 0.516
C -0.962 -4.212 -2.684 -0.180
H -0.204 2.636 1.963 0.113
H -1.107 -4.517 0.888 0.077
H 3.046 2.430 -4.341 0.107
H 4.363 0.877 2.114 0.118
Cl -6.178 3.020 1.710 0.640
H 2.842 -0.745 -2.644 0.037
C -0.365 4.107 -3.780 -0.049
O 3.599 1.477 -2.326 -0.311
N 1.219 -2.482 0.280 0.007
C 0.226 -3.259 -2.751 -0.392
C 2.091 2.917 -4.198 -0.069
H 0.569 -4.774 0.838 0.092
H 1.489 3.847 3.278 0.109
C -3.133 -1.657 -2.878 -0.176
C -4.899 2.330 0.775 -0.703
C -2.847 1.179 -0.727 -0.402
C 3.370 1.302 2.117 -0.006
C 2.503 -1.082 -3.623 -0.160
H 0.680 -3.321 -3.741 0.060
C -0.004 -2.888 0.431 -0.881
C 1.763 2.942 2.754 -0.039
H 3.849 2.992 3.322 0.105
O -1.804 0.647 -1.342 -0.339
C 2.348 0.639 1.421 -0.223
C 2.464 -0.657 0.854 -0.198
C 1.536 2.911 -2.925 -0.222
O 2.631 2.826 -0.526 -0.250
C 1.429 3.517 -5.257 -0.076
C 3.079 2.458 2.781 -0.060
As -0.184 -1.339 -2.522 1.265
O -0.251 2.464 -0.372 -0.465
N -0.221 -4.250 0.493 0.069
C 4.753 -0.949 -0.010 -0.016
H -0.345 4.562 -5.871 0.102
H -1.911 -0.137 -3.802 0.039
H -3.213 -1.262 -1.868 0.040
C -1.844 -1.197 -3.555 -0.400
C 3.742 -1.406 0.833 -0.172
H 3.168 -0.633 -4.363 0.074
C 0.192 4.105 -5.049 -0.071
H 2.623 -2.164 -3.679 0.056
S 2.420 1.996 -1.673 0.527
H 0.993 -3.520 -2.025 0.046
H -3.202 -2.740 -2.822 0.045
C 1.058 -0.662 -3.879 -0.391
S -1.322 -1.797 0.563 0.741
H 4.570 -0.091 -0.648 0.105
H 0.702 -1.027 -4.847 0.071
H 6.751 -1.245 -0.715 0.102
C -2.725 1.309 0.663 -0.370
H -1.669 -1.745 -4.486 0.069
C 3.969 -2.527 1.628 -0.035
H 7.154 -3.228 0.713 0.095
H 1.875 3.511 -6.244 0.101
H -1.590 -4.113 -3.569 0.059
C -3.982 1.662 -1.360 -0.601
C -5.010 2.234 -0.608 -0.699
O 1.466 0.849 -1.423 -0.524
O -1.895 3.914 -1.416 -0.284
C 0.812 2.284 2.030 -0.092
C -3.743 1.871 1.411 -0.603
Cl -6.420 2.834 -1.406 0.647
O -1.588 0.845 1.194 -0.333
O 0.175 4.830 -0.479 -0.272
H -0.610 -5.245 -2.637 0.068
N 1.088 1.145 1.346 -0.043
Cl -4.043 1.636 -3.083 0.736
C 6.200 -2.717 0.747 -0.101
W -0.161 0.313 -0.120 1.551
```